DFT (ωB97M-V/def2-TZVPD) results for a 10-piece molecular cluster, C33H50F2O30 overall at a distorted geometry.

Results
- Gap between HOMO and LUMO: 9.99 eV
- Relative energy (zero: lowest compared OMol25 entry of this formula, charge and spin): 92.3 kcal/mol
- E_tot: -101886.708 eV
- SMILES: O=C1OC[C@@H](F)O1.O=C1OC[C@@H](F)O1.CCOC(=O)OC.CCOC(=O)OC.CCOC(=O)OC.O=C1OCCO1.O=C1OCCO1.O=C1OCCO1.O=C1OCCO1.O=C1OCCO1

CARTESIAN COORDINATES (ANGSTROEM)
C  -6.4170  1.3818  2.1161
C  -6.7523  2.6419  1.2986
O  -5.5230  3.2493  1.0445
C  -4.5457  2.5447  1.7641
O  -3.3051  2.8688  1.8756
O  -5.0403  1.3612  2.1309
H  -6.6489  0.4315  1.6352
H  -6.9060  1.5116  3.0816
H  -7.4466  3.2967  1.8251
H  -7.2754  2.2303  0.4354
C  -4.0965  1.0807  -2.4246
C  -3.5042  0.8774  -3.7888
O  -4.1036  -0.2793  -4.2246
C  -4.8756  -0.8108  -3.2782
O  -5.4706  -1.8535  -3.3974
O  -4.8905  -0.0202  -2.1608
H  -4.7239  1.9715  -2.4579
H  -3.2474  1.1051  -1.7416
H  -2.4259  0.7245  -3.7452
H  -3.6636  1.6118  -4.5784
C  5.8193  -1.4877  2.5465
C  4.5178  -1.8577  3.1425
O  3.5173  -1.3804  2.2411
C  4.1258  -0.6909  1.2454
O  3.4603  -0.2085  0.2818
O  5.4507  -0.5911  1.4566
H  6.3377  -2.3257  2.0806
H  6.4840  -0.8426  3.1211
H  4.6262  -1.4766  4.1579
H  4.5145  -2.9455  3.2127
C  -1.0657  3.2631  4.5407
C  -0.2086  3.5532  5.7793
O  0.9421  2.7446  5.5243
C  1.0557  2.5685  4.2710
O  2.1185  2.1849  3.7136
O  -0.1213  2.9598  3.6058
H  -1.4855  4.2669  4.4755
H  -1.8774  2.5385  4.4771
H  -0.6882  3.2442  6.7081
H  0.2329  4.5484  5.7275
C  -0.4695  3.9223  -4.1275
C  -1.8171  4.5220  -4.0650
O  -1.8823  4.8220  -2.7175
C  -0.7498  4.6384  -1.9961
O  -0.4600  5.0016  -0.8607
O  -0.0723  3.7514  -2.7139
H  0.3732  4.4565  -4.5665
H  -0.5468  2.8885  -4.4641
H  -2.5861  3.8800  -4.4944
H  -1.8031  5.4578  -4.6239
C  4.5436  0.4805  -3.0498
C  3.1498  -0.0902  -3.1933
O  3.2819  -1.5008  -3.5098
C  3.0345  -1.9173  -4.7252
O  2.9752  -1.2456  -5.7506
O  2.6814  -3.1890  -4.6474
C  2.1953  -3.9127  -5.7645
H  4.8885  0.9561  -3.9679
H  5.2676  -0.1725  -2.5626
H  4.4271  1.1681  -2.2121
H  2.6462  0.4872  -3.9686
H  2.4794  -0.0277  -2.3362
H  2.3901  -4.9775  -5.6364
H  2.7047  -3.4670  -6.6189
H  1.1522  -3.6055  -5.8401
C  -1.4329  -5.5361  -2.1371
C  -0.5111  -6.0120  -0.9986
O  0.1243  -7.2535  -1.5127
C  1.1758  -7.3459  -2.4074
O  1.7857  -6.3846  -2.8993
O  1.4880  -8.6668  -2.5717
C  2.6801  -9.0382  -3.2194
H  -1.6068  -4.4883  -1.8923
H  -2.3360  -6.1429  -2.0710
H  -1.0204  -5.6832  -3.1353
H  -1.1220  -6.2153  -0.1190
H  0.2874  -5.2748  -0.9155
H  2.7174  -8.5996  -4.2165
H  2.4776  -10.0564  -3.5513
H  3.5079  -8.8123  -2.5471
C  0.4500  -1.1385  2.8798
C  -1.0194  -1.2539  3.4355
O  -0.9036  -0.7323  4.6829
C  -2.0060  -0.6678  5.4861
O  -3.1366  -1.0261  5.2498
O  -1.5883  -0.1236  6.6460
C  -2.4149  -0.3116  7.8148
H  0.7162  -0.1059  2.6540
H  0.4400  -1.8513  2.0553
H  1.1577  -1.5657  3.5902
H  -1.2471  -2.3169  3.5155
H  -1.8228  -0.8766  2.8028
H  -3.3982  0.0913  7.5723
H  -2.0024  0.2697  8.6394
H  -2.4187  -1.3716  8.0690
C  3.7659  4.4386  0.8747
C  2.3060  4.3913  0.6267
O  2.2418  3.9919  -0.7117
C  3.4306  4.4576  -1.3300
O  3.6116  4.4497  -2.5880
O  4.3507  4.7971  -0.3731
F  1.7057  5.4959  0.8986
H  3.9906  3.4674  1.3157
H  3.9934  5.1480  1.6703
H  1.7958  3.6387  1.2278
C  0.3731  1.2108  -0.0308
C  -1.1213  1.4194  0.3479
O  -1.5397  0.0814  0.0843
C  -0.8473  -0.4955  -0.9511
O  -1.0334  -1.5808  -1.5212
O  0.2799  0.1876  -1.0720
F  -1.7100  2.3484  -0.4281
H  0.8509  0.8630  0.8851
H  0.8648  2.0651  -0.4960
H  -1.0274  1.7981  1.3656

Force components x, y, z for each atom (eV/Å):
C -1.545 -0.048 -0.371
C -1.577 -1.521 -0.084
O 2.054 -0.211 1.142
C 4.988 1.349 -1.297
O -6.429 -1.214 -0.343
O 2.177 0.942 1.260
H -0.790 0.224 0.135
H 0.527 -0.612 0.374
H 0.296 0.192 0.010
H 0.347 0.840 -0.704
C 0.896 2.017 0.276
C 1.361 0.559 -0.897
O -0.679 -1.678 -0.885
C -1.185 -2.034 0.359
O 0.674 1.526 0.331
O -0.533 -1.471 -0.785
H 0.196 0.189 0.682
H -0.616 0.478 0.482
H 0.152 -0.101 0.084
H -0.294 0.488 0.415
C 1.346 1.342 -2.208
C 0.710 -1.113 0.912
O 0.634 0.065 0.539
C -2.667 1.862 -3.272
O 3.053 -1.742 3.890
O -0.972 -0.229 -0.596
H 0.223 0.076 0.211
H -0.005 -0.620 0.438
H -1.663 0.456 0.075
H -0.714 0.027 -0.025
C -1.250 1.954 1.734
C -0.195 -1.370 0.005
O 0.110 -0.439 2.574
C 3.252 -0.972 -4.485
O -4.166 1.172 1.301
O 3.041 -0.920 -1.316
H -0.517 -0.062 -1.373
H 0.154 -0.192 0.800
H 0.358 0.381 0.073
H -0.812 0.320 0.442
C 2.096 -2.660 0.907
C 0.939 1.304 -1.009
O -2.614 2.354 2.595
C 0.221 -1.058 1.920
O -1.424 -0.402 -3.214
O 1.347 0.127 -0.944
H -0.460 0.074 -0.403
H 0.509 0.165 -0.497
H -0.288 -0.032 0.777
H -0.412 0.082 -0.104
C -0.535 0.616 1.621
C 0.538 -0.215 -0.707
O -0.244 0.326 0.578
C -1.597 0.725 -1.944
O 0.430 -0.578 1.073
O 0.748 -1.083 1.480
C 0.251 1.734 -0.611
H 0.190 -0.128 0.286
H -0.051 -0.601 -0.694
H 0.189 0.977 -0.387
H -0.078 -0.512 -0.406
H 0.591 -0.271 0.307
H -0.186 0.299 0.162
H -0.041 -0.552 -0.423
H -0.221 -0.735 -0.216
C -0.101 -0.268 1.197
C 1.069 -0.003 -3.511
O 0.926 -1.417 -0.153
C 0.542 2.250 0.701
O -1.531 -2.518 0.989
O -1.922 1.523 0.965
C -0.690 0.149 -1.273
H -0.490 0.088 -0.559
H -0.260 0.334 -0.166
H 0.297 0.314 0.251
H 0.750 -0.375 0.071
H -0.052 -0.089 0.695
H 0.576 0.947 0.266
H 0.636 -0.459 1.015
H 0.263 -0.425 -0.544
C -1.916 -0.869 -0.062
C 1.716 -1.755 -2.156
O -1.748 1.764 3.445
C 0.161 -0.125 0.150
O 1.107 0.155 -0.158
O 0.485 -0.011 0.129
C -0.246 0.269 -0.793
H 0.110 -0.281 -0.184
H 0.489 0.598 -0.630
H -0.197 0.261 0.231
H -0.035 -0.267 0.040
H 0.192 0.730 0.064
H -0.179 -0.411 0.260
H 0.291 -0.059 -0.309
H -0.292 0.105 0.024
C 0.145 0.227 1.706
C 0.301 -3.417 0.423
O 1.703 1.382 -1.481
C 0.123 -0.982 -4.578
O -0.834 0.277 6.218
O -1.019 -0.725 -0.847
F -1.546 3.538 -0.015
H 0.902 -0.317 -0.807
H 0.204 0.355 -0.427
H 0.166 -0.415 -0.083
C -1.069 0.249 -1.163
C 3.972 -0.578 -0.658
O -2.620 0.215 0.284
C 1.460 -2.804 -0.099
O -0.636 3.663 1.773
O 0.883 0.668 0.043
F -0.784 -0.300 -0.400
H 0.473 -0.316 -0.503
H -0.075 -0.018 0.260
H -1.532 -0.724 0.312